Entry 1:
Below is a cluster of 2 separate species, C3H10N2O2 in total, with properties calculated with wB97M-V/def2-TZVPD.

Last column: natural (NBO) charge in e.
CARTESIAN COORDINATES (ANGSTROEM)
C 0.435 -0.886 1.435  0.54
N 0.183 0.124 0.586  -0.62
C -1.152 0.698 0.437  -0.22
C -1.323 1.148 -1.048  -0.22
N -2.726 0.979 -1.495  -0.82
O 1.490 -1.499 1.458  -0.65
H -0.423 -1.108 2.080  0.11
H 0.910 0.317 -0.090  0.43
H -1.930 -0.003 0.720  0.19
H -1.225 1.600 1.043  0.20
H -0.613 0.559 -1.623  0.18
H -1.152 2.215 -1.136  0.20
H -3.162 0.265 -0.913  0.34
H -2.759 0.512 -2.396  0.36
H 2.726 -0.921 0.052  0.50
H 3.387 -1.027 -1.335  0.47
O 2.785 -0.479 -0.828  -0.99

**LUMO**: 0.9 eV
**E_tot**: -380.29571 hartree
**SMILES string**: NCCNC=O.O
**Strongest force on any atom**: 1.8 eV/Å
**Energy above the lowest of the compared OMol25 structures with the same formula, charge and spin**: 107.5 kJ/mol
**Frontier orbital gap**: 0.391 hartree

Entry 2:
Below is a cluster of 2 separate species, C4H10O in total, with properties calculated with wB97M-V/def2-TZVPD.

Last column: natural (NBO) charge in e.
CARTESIAN COORDINATES (ANGSTROEM)
C 0.124 1.563 0.203  -0.64
C 0.147 0.169 -0.371  -0.07
C 1.490 -0.400 -0.751  -0.64
C -0.981 -0.438 -0.754  -0.35
O -1.182 -1.667 1.313  -0.94
H 0.882 1.742 0.975  0.21
H -0.856 1.821 0.619  0.21
H 0.331 2.259 -0.617  0.22
H -0.502 -1.002 1.073  0.48
H 1.820 0.124 -1.655  0.22
H 2.268 -0.258 0.008  0.21
H 1.430 -1.467 -0.987  0.22
H -0.987 -1.417 -1.224  0.21
H -1.962 -0.003 -0.576  0.19
H -1.938 -1.136 1.592  0.46

**LUMO**: 0.9 eV
**E_tot**: -233.59804 hartree
**SMILES string**: C=C(C)C.O
**Strongest force on any atom**: 1.2 eV/Å
**Energy above the lowest of the compared OMol25 structures with the same formula, charge and spin**: 123.2 kJ/mol
**Frontier orbital gap**: 0.361 hartree

Entry 3:
Below is a structure of composition C10H23AuN9O6, with properties calculated with wB97M-V/def2-TZVPD.

Last column: Löwdin spin population.
CARTESIAN COORDINATES (ANGSTROEM)
O -0.095 -2.188 -4.647  0.97
H -0.939 -1.888 -4.242  0.02
Au -0.368 -0.021 -0.280  0.31
N 1.226 -1.140 -0.900  0.39
N -1.060 -1.885 0.157  -0.25
N 0.377 1.897 -0.379  0.01
N -1.689 1.010 0.967  0.09
O 2.398 -0.719 -1.058  0.40
O 1.454 2.336 -1.101  0.00
O -2.755 0.484 1.602  0.01
O -2.088 -2.143 0.863  -0.24
C -0.359 -2.869 -0.502  0.11
C 0.869 -2.464 -1.098  -0.12
C -0.280 2.793 0.355  0.01
C -1.420 2.306 1.104  0.01
C 1.831 -3.270 -1.890  -0.02
H 1.973 -2.782 -2.872  0.00
H 1.411 -4.276 -2.016  0.00
H 2.793 -3.313 -1.345  -0.01
C -0.993 -4.213 -0.586  0.02
H -1.985 -4.112 -1.069  0.01
H -1.127 -4.622 0.432  0.01
H -0.335 -4.863 -1.187  0.00
C 0.208 4.198 0.478  0.00
C -2.204 3.200 2.014  0.00
H 0.871 4.440 -0.371  0.00
H 0.765 4.336 1.430  0.00
H -0.669 4.871 0.503  0.00
H -2.779 2.585 2.731  0.00
H -2.895 3.817 1.403  0.00
H -1.513 3.883 2.554  0.00
H 1.714 1.587 -1.696  0.00
H -2.693 -0.501 1.400  0.00
C -1.887 0.165 -1.741  0.18
H -1.627 -0.178 -2.777  0.01
H -1.960 1.237 -1.563  0.01
H -2.652 -0.423 -1.245  0.01
O 1.858 0.850 -4.269  0.00
H 1.584 0.022 -4.716  0.00
H 1.088 1.075 -3.730  0.00
N 1.847 1.120 4.614  0.00
N 1.571 0.389 3.492  0.00
N 1.996 -0.876 3.343  0.00
C 1.475 -1.153 2.143  0.00
N 0.829 -0.138 1.613  0.05
N 0.861 0.871 2.497  0.00
H 1.411 2.050 4.613  0.00
H 2.371 0.631 5.302  0.00
H 1.590 -2.114 1.670  0.00

**LUMO (spin up / spin down)**: -4.4 / -4.9 eV
**E_tot**: -1474.01408 hartree
**Total charge**: +1
**Spin multiplicity**: 3
**Strongest force on any atom**: 4.0 eV/Å
**Energy above the lowest of the compared OMol25 structures with the same formula, charge and spin**: 248.1 kJ/mol
**Frontier orbital gap (spin up / spin down)**: 0.221 / 0.219 hartree

Entry 4:
Below is a cluster of 2 separate species, C26H35N2 in total, with properties calculated with wB97M-V/def2-TZVPD.

Last column: natural (NBO) charge in e.
CARTESIAN COORDINATES (ANGSTROEM)
C 0.537 -0.254 3.103  -0.41
N -0.848 -0.200 2.694  -0.46
C -1.527 -1.424 3.123  -0.21
C -3.047 -1.385 3.009  -0.41
C -3.669 -0.115 3.591  -0.40
C -2.973 1.118 3.019  -0.41
C -1.446 1.067 3.104  -0.21
H 1.048 0.698 2.921  0.21
H 0.648 -0.481 4.184  0.17
H 1.050 -1.034 2.525  0.18
H -1.131 -2.248 2.505  0.19
H -1.238 -1.658 4.169  0.16
H -3.313 -1.450 1.948  0.19
H -3.447 -2.275 3.507  0.22
H -4.724 -0.081 3.312  0.22
H -3.627 -0.121 4.686  0.20
H -3.242 1.211 1.960  0.19
H -3.306 2.029 3.529  0.22
H -1.119 1.321 4.135  0.16
H -1.020 1.849 2.450  0.20
C 0.217 0.845 -4.652  -0.60
C -0.633 1.719 -3.726  -0.09
C -0.712 3.140 -4.290  -0.62
C -2.020 1.108 -3.613  -0.61
C 0.030 1.761 -2.345  0.37
N 0.661 2.891 -1.962  -0.49
C 1.428 2.687 -0.823  0.11
C 1.290 1.339 -0.459  0.00
C 1.996 0.892 0.653  -0.21
C 2.665 1.819 1.463  -0.20
C 2.711 3.182 1.122  -0.19
C 2.118 3.624 -0.067  -0.22
C 0.308 0.732 -1.367  -0.25
C -0.296 -0.518 -1.121  0.11
C 0.471 -1.703 -0.930  -0.10
C 1.897 -1.678 -0.927  -0.13
C 2.661 -2.769 -0.537  -0.23
C 2.039 -3.975 -0.180  0.11
C 2.872 -5.104 0.357  -0.66
C 0.652 -4.095 -0.394  -0.25
C -0.119 -2.986 -0.730  -0.10
H 0.311 -0.174 -4.253  0.22
H -0.251 0.783 -5.643  0.23
H 1.220 1.270 -4.782  0.22
H -1.250 3.820 -3.619  0.22
H 0.284 3.546 -4.499  0.21
H -1.248 3.133 -5.245  0.24
H -2.619 1.608 -2.845  0.22
H -2.546 1.197 -4.572  0.23
H -1.964 0.044 -3.366  0.21
H 0.613 3.807 -2.404  0.44
H 2.046 -0.170 0.877  0.23
H 3.159 1.468 2.373  0.23
H 3.203 3.887 1.796  0.23
H 2.151 4.663 -0.387  0.23
H -1.385 -0.590 -1.084  0.23
H 2.398 -0.745 -1.174  0.24
H 3.752 -2.667 -0.485  0.24
H 2.251 -5.984 0.548  0.23
H 3.670 -5.356 -0.358  0.25
H 3.365 -4.859 1.310  0.25
H 0.194 -5.084 -0.269  0.24
H -1.198 -3.075 -0.860  0.23

**LUMO**: -5.0 eV
**E_tot**: -1120.98877 hartree
**Total charge**: +1
**Strongest force on any atom**: 1.2 eV/Å
**Energy above the lowest of the compared OMol25 structures with the same formula, charge and spin**: 89.6 kJ/mol
**Frontier orbital gap**: 0.206 hartree